A 9-piece molecular cluster, C30H68N11O10 overall. Source: the OMol25 dataset; level of theory: ωB97M-V with the def2-TZVPD basis set.

```
119
C30H68N11O10 (ωB97M-V with the def2-TZVPD basis set)
O -11.847 3.892 -4.050
N 14.790 -1.847 4.395
H 2.835 -0.400 -4.000
C -12.307 1.985 -5.958
N -0.273 1.812 3.795
C -7.117 -2.764 -5.384
H 4.727 1.578 3.626
H -2.737 -0.058 -2.603
H -6.851 -3.460 -6.180
C 6.014 0.898 5.734
C 9.997 -1.183 6.639
H 14.841 -3.395 2.973
C -8.567 5.312 -6.660
C -2.686 -1.325 2.065
H -0.350 -0.480 5.172
C 11.185 -3.311 6.670
H -0.825 0.442 2.293
H -2.980 -1.832 -4.411
H 1.305 4.290 2.487
H -5.203 -0.116 -6.198
H -8.163 3.883 -3.799
C 1.181 0.355 2.879
C -8.799 3.801 -4.682
H 4.671 -1.923 4.924
H 16.380 -2.551 3.214
H -1.137 2.259 4.081
H 0.329 1.976 -2.580
H 7.093 0.764 5.814
C -0.778 -0.649 4.184
H 1.777 0.343 3.793
H 8.252 -2.823 7.934
H 13.213 -0.621 3.733
H 15.784 -3.671 4.446
N -6.711 -1.412 -5.724
H -6.466 3.929 -7.120
H 14.542 -0.870 2.579
H 1.698 -1.087 -0.961
C -5.411 -1.168 -5.949
C -6.944 3.547 -6.203
H 11.009 -0.783 6.465
O 1.214 0.767 -0.278
H -13.587 3.343 -3.152
C -2.748 -0.809 -1.817
C 4.797 0.476 3.651
H -0.391 4.322 2.855
H -15.058 1.601 -5.564
N 0.465 3.805 2.753
C 14.294 -0.717 3.627
H -8.614 6.224 -6.064
H -11.318 1.687 -5.607
H 15.004 -2.742 6.225
N 5.458 0.018 4.721
H -2.125 -4.102 -2.139
H -8.448 -0.592 -6.575
O -3.639 0.589 3.166
H -2.025 -0.534 -1.046
H -12.189 2.877 -6.575
H -3.737 -0.830 -1.357
C -14.408 1.472 -4.697
O -2.193 -0.620 4.356
H 1.455 -0.461 2.225
H 12.023 -2.641 6.486
H 14.745 0.213 3.974
H -7.907 5.483 -7.509
C -12.855 3.215 -3.965
H -7.201 0.575 -6.065
C 14.588 -1.850 5.726
H 1.259 1.736 1.258
O -6.481 2.611 -5.568
H -1.913 -3.199 -4.092
H -3.629 -1.704 1.679
H 5.797 1.932 5.470
H -2.040 -2.153 2.340
H 1.112 -0.769 -4.207
H -0.433 -1.626 3.832
H -9.569 5.095 -7.034
O -4.534 -2.018 -5.883
H 2.043 2.347 -2.374
O -2.628 -3.170 -0.404
N 1.588 0.297 -2.460
H -9.675 4.431 -4.568
H -6.623 -3.099 -4.471
C -2.916 -0.361 3.201
N -8.062 4.207 -5.871
C -0.293 0.421 3.249
O 9.015 -0.462 6.724
N 1.369 1.690 2.278
H -12.730 1.185 -6.561
H 5.570 0.684 6.708
H -8.195 -2.778 -5.236
H 8.009 -3.005 6.194
O 13.996 -0.978 6.336
C 1.338 1.674 -2.860
C -2.129 -2.167 -3.821
C 1.500 -0.028 -1.172
H 6.194 -1.594 5.788
H 6.184 -1.829 4.025
C -2.390 -3.178 -1.601
C -7.702 -0.356 -5.812
H 11.120 -4.031 5.851
H 8.883 -4.257 7.096
H -2.225 -0.776 1.242
H -14.183 0.409 -4.588
H -8.208 -0.224 -4.853
N -13.194 2.248 -4.838
H 2.072 -1.655 -3.010
H 11.369 -3.855 7.599
H -14.945 1.804 -3.811
H -1.258 -1.550 -4.061
C 5.636 -1.417 4.872
O 4.315 -0.227 2.775
C 15.484 -2.920 3.717
C 0.513 2.486 2.940
C 1.920 -0.685 -3.479
H 1.450 1.750 -3.938
C 8.708 -3.187 7.012
N -2.414 -2.096 -2.397
H -9.119 2.763 -4.767
N 9.973 -2.523 6.764
```

Calculated values
Net charge = +1
Strongest force on any atom = 1.0 eV Å⁻¹
Kohn-Sham gap = 8.57 eV
E_tot = -2538.44830 Eh
HOMO level = -10.49 eV